[1]
Formula: C4H4ClFO
Source: the Open Molecules 2025 dataset
Level of theory: wB97M-V/def2-TZVPD

```
11
Properties=species:S:1:pos:R:3:mulliken_charge:R:1
C -1.43990 0.97396 0.51089 -0.09
C -0.45507 0.58394 1.34557 0.05
C 0.43908 -0.71913 -0.50695 0.03
C 1.51292 -0.79061 -1.24614 -0.41
H -1.77601 0.47540 -0.83991 0.15
H -0.46429 0.72195 2.52305 0.30
H -0.44537 -0.89659 -0.97186 0.43
H 1.62412 -0.83018 -2.46266 0.29
O 0.46009 -0.35058 0.81845 -0.33
F -2.48186 1.59266 0.93526 -0.21
Cl 3.02629 -0.76083 -0.10570 -0.21
```

Summary:
Calculated total energy (a.u.): -789.9241
LUMO level (eV): 0.6
Energy relative to the best compared isomer or geometry (same formula, charge and spin) (kJ/mol): 413.7
Total charge: 0
HOMO-LUMO gap (eV): 9.6
E_HOMO (hartree): -0.333

***

[2]
Formula: C29H28CrN5O3
Source: the Open Molecules 2025 dataset
Level of theory: wB97M-V/def2-TZVPD

```
66
Properties=species:S:1:pos:R:3:lowdin_spin:R:1
Cr 0.44196 0.24377 0.11492 3.67
C 4.51545 1.27778 -1.43800 0.00
O 4.43852 1.53381 -0.00042 0.01
C 3.24658 1.09454 0.36773 0.02
N 2.42790 0.70534 -0.53216 -0.01
C 3.06611 0.93495 -1.84205 0.00
C 2.93797 -0.24668 -2.76686 0.00
C 3.30504 -1.51788 -2.33595 0.00
C 3.19823 -2.60195 -3.19106 0.00
C 2.71773 -2.42526 -4.48349 0.00
C 2.34614 -1.16148 -4.91507 0.00
C 2.45546 -0.07511 -4.05641 0.00
C 2.84567 1.06562 1.78361 0.02
C 3.59363 1.44157 2.88393 0.00
C 3.00421 1.31123 4.13771 0.02
C 1.71493 0.80642 4.25740 0.00
C 1.04680 0.46432 3.09295 0.02
N 1.60547 0.60329 1.90177 0.02
C -0.30347 -0.11909 2.98598 0.01
N -0.89425 -0.25675 1.86120 0.00
C -2.17960 -0.94569 2.13442 0.00
C -2.10203 -1.22972 3.65732 0.00
O -0.88137 -0.56843 4.09053 0.01
C -3.39784 -0.13539 1.77035 0.00
C -3.57422 1.14247 2.28854 0.00
C -4.72139 1.86077 2.00032 0.00
C -5.70737 1.30348 1.19423 0.00
C -5.53958 0.02697 0.67956 0.00
C -4.38512 -0.68993 0.96882 0.00
H 5.19225 0.43753 -1.58579 0.00
H 4.91330 2.16734 -1.91524 0.00
H 2.57398 1.79864 -2.29633 0.00
H 3.66944 -1.66456 -1.32494 0.00
H 3.49875 -3.58614 -2.85421 0.00
H 2.63996 -3.27131 -5.15347 0.00
H 1.97380 -1.01709 -5.92041 0.00
H 2.16001 0.91228 -4.39314 0.00
H 4.59968 1.81780 2.76369 0.00
H 3.55525 1.59580 5.02348 0.00
H 1.24147 0.67920 5.22039 0.00
H -2.18939 -1.87228 1.56094 0.00
H -2.00820 -2.28649 3.89704 0.00
H -2.93182 -0.79666 4.20811 0.00
H -2.80174 1.59065 2.90485 0.00
H -4.84778 2.85941 2.39733 0.00
H -6.60382 1.86569 0.96929 0.00
H -6.30531 -0.41124 0.05321 0.00
H -4.24999 -1.68841 0.56777 0.00
C -0.22401 2.38389 -0.63342 -0.01
C -0.40012 1.44671 -1.70482 -0.01
C -1.78133 1.13332 -1.75305 0.06
C -2.42896 1.82958 -0.72464 0.02
C -1.47843 2.59166 -0.03189 0.06
H 0.68831 2.92494 -0.41209 0.00
H 0.32411 1.19073 -2.46700 0.00
H -2.25942 0.55459 -2.53272 0.00
H -3.48545 1.79064 -0.50581 0.00
H -1.67349 3.24373 0.80722 0.00
N -1.78013 -2.05631 -1.24292 0.00
C -0.50607 -2.48557 -1.09541 0.01
N -0.21348 -3.74254 -1.48652 0.00
O 0.37915 -1.77986 -0.57762 0.05
H -2.39360 -2.54942 -1.87072 0.00
H -1.91677 -1.04722 -1.19525 0.00
H -0.88892 -4.35088 -1.91058 0.00
H 0.73718 -4.05108 -1.39515 0.00
```

Summary:
Calculated total energy (a.u.): -2665.7523
LUMO level (alpha / beta) (eV): -3.3 / -3.5
Energy relative to the best compared isomer or geometry (same formula, charge and spin) (kJ/mol): 0.0
Expectation value of S²: 6.02
2S+1: 5
Total charge: +1
HOMO-LUMO gap (alpha / beta) (eV): 5.8 / 6.3
E_HOMO (alpha / beta) (hartree): -0.334 / -0.358

***

[3]
Formula: C24H28BrCl3FNO7P
Source: the Open Molecules 2025 dataset
Level of theory: wB97M-V/def2-TZVPD

```
66
Properties=species:S:1:pos:R:3:mulliken_charge:R:1
C -3.25845 -0.86648 -2.77127 -0.70
C -2.10548 0.31340 -2.49552 -0.08
Cl -2.76691 1.30179 -1.04485 -0.12
C -0.64742 -0.42946 -2.14930 0.23
Cl 0.72738 0.12410 -3.26427 -0.16
C -0.30845 -0.37678 -0.54648 0.05
C 0.40897 0.90268 0.23883 0.24
C 0.85067 2.26294 -0.56203 -0.93
C 2.38655 2.26914 -1.13346 -0.36
C 3.50972 2.88522 -0.11093 0.21
C 4.73367 1.85965 0.38025 -0.37
C 5.97541 2.32341 1.36846 -0.33
C 6.04521 3.87927 1.93579 -0.36
C 4.82200 4.91607 1.46107 -0.41
C 3.58516 4.42203 0.45457 -0.33
N 0.64853 0.88164 1.76093 0.16
C 0.26215 -0.27151 2.67039 0.13
C 0.55401 -0.09162 4.29843 -0.86
C -0.94673 0.08801 5.01212 0.10
C -1.53258 1.61250 4.86810 -0.67
C -2.78129 1.77917 3.81818 -0.24
O -2.61671 3.00155 2.96708 -0.55
C -0.44660 -1.63373 2.08962 0.16
P -0.96861 -3.16264 3.13231 0.21
O -0.19306 -3.19885 4.69101 -0.46
Cl -3.08581 -3.01113 3.56641 -0.21
C -0.72882 -1.65855 0.44177 0.22
C -1.48938 -3.02533 -0.11545 0.23
O -0.73179 -4.01047 -0.62206 -0.49
O -2.94531 -3.24645 -0.08689 -0.37
Br -3.33217 -4.63210 -1.27615 0.11
H -4.11974 -0.47401 -3.49509 0.34
H -2.82025 -1.82376 -3.28185 0.00
H -3.77867 -1.21915 -1.76093 0.27
H -2.06523 0.93763 -3.49415 0.46
H -0.83844 -1.57902 -2.40905 0.08
H 0.14013 2.49413 -1.46752 0.30
H 0.77672 3.15238 0.22988 0.48
H 2.71021 1.16927 -1.43290 0.31
H 2.42061 2.88624 -2.15479 0.33
H 4.69525 0.76310 -0.02868 0.21
H 6.78460 1.49409 1.60778 0.29
H 6.94298 4.21710 2.62502 0.30
H 4.91073 6.01965 1.87639 0.29
H 2.78410 5.21559 0.13814 0.30
H 1.10149 1.73376 2.20908 0.38
H 1.14518 0.91471 4.48190 0.38
H 1.17111 -0.97509 4.75922 0.26
H -1.67236 -0.61167 4.37719 -0.19
H -0.97827 -0.34712 6.11002 0.42
H -1.93388 1.92339 5.94046 0.31
H -0.70966 2.41504 4.55597 0.24
H -3.77924 1.97120 4.43407 0.27
H -2.95483 0.86792 3.10194 0.24
H -3.20071 2.89376 2.14890 0.31
H 0.11182 -4.15130 4.90167 0.37
C -0.58160 -3.53022 -5.43549 -0.42
C -0.52585 -4.09656 -6.81311 0.28
O -1.80893 -3.82882 -7.33165 -0.30
C -2.22000 -2.69705 -6.69383 0.56
O -3.15185 -2.00266 -7.06443 -0.53
O -1.45526 -2.43006 -5.59139 -0.17
F -0.35231 -5.43680 -6.77690 -0.28
H -1.00510 -4.22952 -4.70679 0.27
H 0.39955 -3.20435 -5.07974 0.29
H 0.23386 -3.63930 -7.45598 0.29
```

Summary:
Calculated total energy (a.u.): -5907.5856
LUMO level (eV): -5.1
Energy relative to the best compared isomer or geometry (same formula, charge and spin) (kJ/mol): 2063.0
Total charge: +1
HOMO-LUMO gap (eV): 5.8
E_HOMO (hartree): -0.400

***

[4]
Formula: C4H9NO
Source: the Open Molecules 2025 dataset
Level of theory: wB97M-V/def2-TZVPD

```
15
Properties=species:S:1:pos:R:3:mulliken_charge:R:1
C 1.85307 0.27958 0.47550 -0.97
C 0.79213 -0.20994 -0.51026 0.23
O 1.05573 -0.83758 -1.50977 -0.59
N -0.51687 -0.11577 0.04293 0.21
C -0.92621 1.18571 -0.30230 -0.77
C -1.32540 -1.27572 0.28246 -0.78
H 2.14118 -0.63268 1.01642 0.30
H 1.48875 1.01109 1.20352 0.38
H 2.73291 0.66443 -0.03702 0.31
H -1.70257 1.56902 0.42653 0.29
H 0.27299 1.44807 -0.60947 0.24
H -1.24630 1.44196 -1.31015 0.30
H -1.59801 -1.77902 -0.64638 0.31
H -2.23669 -0.98624 0.82170 0.28
H -0.75602 -1.96839 0.91695 0.25
```

Summary:
Structure (SMILES): CC(=O)N(C)C
Calculated total energy (a.u.): -287.7208
LUMO level (eV): 0.8
Energy relative to the best compared isomer or geometry (same formula, charge and spin) (kJ/mol): 293.2
Total charge: 0
HOMO-LUMO gap (eV): 9.6
E_HOMO (hartree): -0.321